# 1
{"formula": "C5H10O2", "method": "ωB97M-V/def2-TZVPD", "relative_energy_kcal_mol": 56.4, "total_energy_ha": -346.93554, "homo_energy_ev": -9.756, "charge": 0, "symbols": ["O", "C", "C", "C", "C", "O", "C", "H", "H", "H", "H", "H", "H", "H", "H", "H", "H"], "positions_angstrom": [[2.258503, 0.434776, 0.750331], [1.963256, -0.572776, -0.197810], [0.484896, -0.967034, -0.187430], [-0.417575, 0.263812, -0.219608], [-1.855979, 0.190244, -0.750676], [-2.353716, 0.919449, 0.379363], [-1.108779, 0.742193, 1.068744], [1.798442, 1.237169, 0.473428], [2.594590, -1.425194, 0.068356], [2.252515, -0.255178, -1.213067], [0.267565, -1.559571, 0.710476], [0.284378, -1.614255, -1.052142], [0.094443, 1.102536, -0.709916], [-2.269496, -0.827467, -0.796694], [-2.056210, 0.706242, -1.696383], [-0.752892, 1.667239, 1.536480], [-1.183943, -0.042178, 1.836547]], "forces_ev_per_angstrom": [[0.0, 0.2, 0.0], [0.0, -0.3, -0.2], [0.0, 0.0, 0.0], [0.1, 0.0, -0.1], [0.0, -0.2, -0.3], [-0.2, 0.1, 0.0], [0.3, 0.0, 0.3], [0.1, -0.1, 0.1], [-0.1, 0.1, -0.1], [0.0, 0.0, 0.2], [0.0, 0.1, -0.1], [0.0, 0.1, 0.1], [-0.1, -0.1, 0.0], [0.1, 0.1, 0.1], [0.0, -0.1, 0.1], [-0.1, -0.1, -0.1], [0.0, 0.1, -0.1]], "nbo_charge": [-0.713, -0.057, -0.430, -0.267, -0.049, -0.533, -0.049, 0.461, 0.185, 0.154, 0.208, 0.212, 0.190, 0.166, 0.179, 0.178, 0.167]}

=====

# 2
{"formula": "C3H11N2", "method": "ωB97M-V/def2-TZVPD", "relative_energy_kcal_mol": 42.5, "total_energy_ha": -230.11467, "homo_energy_ev": -14.713, "charge": 1, "symbols": ["C", "N", "H", "H", "H", "H", "H", "H", "C", "C", "N", "H", "H", "H", "H", "H"], "positions_angstrom": [[-1.535838, 1.459377, -0.332089], [-1.801662, -0.003137, -0.030975], [-1.256326, 1.928941, 0.618177], [-2.321143, 1.942634, -0.843495], [-0.638037, 1.392339, -1.064845], [-2.460981, -0.337810, -0.728793], [-0.281786, -0.440329, 0.203086], [-2.231677, -0.203428, 0.887569], [1.415166, -1.515353, -0.567710], [1.478620, 0.486352, 0.787293], [0.816671, -0.498080, 0.342866], [0.908830, -1.552375, -1.527357], [2.481884, -1.273997, -0.637742], [1.200129, -2.473046, -0.152453], [0.853524, 1.396847, 0.879884], [2.492834, 0.546483, 0.857760]], "forces_ev_per_angstrom": [[2.4, -2.1, -0.1], [-0.4, 0.4, 0.3], [-0.1, 0.3, -0.5], [-1.0, 0.6, -0.2], [-1.4, 0.7, 1.2], [0.2, -0.3, 0.1], [0.2, 0.3, 0.2], [0.1, 0.6, -0.7], [0.5, 0.2, 1.3], [-4.1, 1.1, -0.7], [0.0, -0.4, -2.1], [-0.1, 0.8, -0.1], [-0.3, -0.5, -0.3], [0.4, -0.9, 0.5], [0.7, -0.5, 1.1], [2.8, -0.2, 0.0]], "nbo_charge": [-0.415, -0.861, 0.204, 0.227, 0.185, 0.400, 0.457, 0.394, -0.430, 0.113, -0.407, 0.246, 0.226, 0.238, 0.214, 0.209]}

=====

# 3
{"formula": "C18H40O2P", "method": "ωB97M-V/def2-TZVPD", "total_energy_ha": -1201.56449, "homo_energy_ev": -3.412, "charge": -1, "symbols": ["C", "C", "C", "C", "C", "C", "C", "C", "C", "C", "C", "C", "P", "C", "C", "C", "C", "O", "O", "C", "C", "H", "H", "H", "H", "H", "H", "H", "H", "H", "H", "H", "H", "H", "H", "H", "H", "H", "H", "H", "H", "H", "H", "H", "H", "H", "H", "H", "H", "H", "H", "H", "H", "H", "H", "H", "H", "H", "H", "H", "H"], "positions_angstrom": [[6.328536, 4.242915, 1.336199], [6.964071, 3.087263, 0.557515], [5.981507, 1.951954, 0.277029], [6.590386, 0.819969, -0.546364], [5.568536, -0.085009, -1.232937], [4.465067, -0.591008, -0.307317], [3.668655, -1.768608, -0.888261], [2.930865, -2.622803, 0.160962], [1.412235, -2.774716, -0.057933], [0.533099, -1.894189, 0.850559], [-0.831441, -2.504876, 1.189112], [-1.871191, -2.312288, 0.082050], [-3.002135, -0.791889, 0.438153], [-4.487875, -1.617126, -0.481155], [-5.693565, -0.693599, -0.607810], [-6.385725, -0.448034, 0.740359], [-6.749679, 0.952377, 1.156575], [-7.443677, 1.179305, 2.108654], [-6.264562, 1.983206, 0.408146], [-7.080031, 2.351732, -0.711352], [-6.199863, 2.635240, -1.923718], [5.302258, 4.416306, 0.994839], [6.274864, 4.012547, 2.402205], [6.877817, 5.176566, 1.204138], [7.383911, 3.452332, -0.384459], [7.794190, 2.680153, 1.148631], [5.108365, 2.361639, -0.249305], [5.621107, 1.566398, 1.238464], [7.214587, 0.189458, 0.100985], [7.258900, 1.254248, -1.297851], [5.133697, 0.451996, -2.085097], [6.091909, -0.959778, -1.634129], [3.763654, 0.219366, -0.078108], [4.914992, -0.904378, 0.645657], [2.930278, -1.375924, -1.595983], [4.354815, -2.393733, -1.471281], [3.093915, -2.182141, 1.151763], [3.388768, -3.616693, 0.198496], [1.123542, -3.820214, 0.099150], [1.181771, -2.550552, -1.104667], [0.334561, -0.935836, 0.357412], [1.085032, -1.658623, 1.768234], [-1.212798, -2.015816, 2.098335], [-0.699470, -3.567167, 1.433726], [-2.513366, -3.196976, 0.003444], [-1.376135, -2.162832, -0.887063], [-2.632651, -0.114109, -0.852404], [-3.841542, 0.365465, 0.795436], [-3.382039, -1.459477, 1.727243], [-1.862982, -0.131150, 1.120523], [-4.774404, -2.525630, 0.068767], [-4.153586, -1.920327, -1.480049], [-6.423514, -1.124193, -1.307699], [-5.366969, 0.262142, -1.030753], [-5.750774, -0.837981, 1.545381], [-7.335782, -0.989237, 0.807729], [-7.800224, 1.554319, -0.919839], [-7.643190, 3.246452, -0.426259], [-5.188181, 2.862705, -1.578786], [-6.577444, 3.494033, -2.482257], [-6.131092, 1.776828, -2.593032]], "forces_ev_per_angstrom": [[-0.2, -0.1, -0.1], [0.0, -0.1, 0.2], [0.0, 0.2, 0.0], [0.1, -0.1, 0.1], [-0.1, 0.0, 0.0], [-0.1, -0.1, 0.1], [0.0, 0.2, -0.1], [-0.1, 0.0, 0.1], [-0.1, 0.0, 0.0], [0.0, 0.1, -0.1], [0.0, 0.1, -0.1], [0.1, -0.2, 0.1], [0.1, 0.1, -0.1], [-0.1, 0.0, 0.1], [-0.1, 0.1, -0.1], [0.0, -0.2, 0.0], [-0.2, -0.1, 0.0], [-0.1, 0.0, 0.3], [0.2, 0.2, -0.4], [0.1, 0.1, 0.0], [0.1, 0.0, 0.1], [0.1, 0.0, 0.0], [0.0, 0.1, 0.0], [0.0, -0.1, 0.1], [0.0, 0.0, 0.0], [0.1, 0.1, -0.2], [0.1, 0.0, 0.0], [-0.1, 0.0, -0.2], [0.0, 0.2, 0.0], [0.0, -0.1, 0.0], [0.0, -0.1, 0.0], [0.0, 0.1, -0.1], [0.1, -0.1, 0.1], [0.0, 0.0, -0.1], [0.1, 0.0, 0.0], [-0.1, 0.0, 0.0], [0.0, -0.1, -0.1], [0.0, 0.1, 0.0], [0.0, 0.1, 0.0], [0.0, -0.2, 0.0], [0.1, 0.0, 0.1], [0.0, -0.1, 0.0], [0.0, -0.1, -0.1], [0.1, 0.0, 0.0], [0.0, 0.1, 0.0], [-0.1, 0.0, 0.0], [0.0, 0.0, 0.0], [0.0, 0.0, 0.0], [0.0, 0.0, 0.1], [0.0, 0.0, 0.0], [0.0, 0.0, 0.0], [0.1, 0.0, 0.0], [0.0, 0.2, 0.0], [0.1, -0.1, 0.1], [-0.1, 0.1, 0.0], [0.1, -0.1, 0.1], [0.0, 0.0, 0.0], [0.0, -0.1, 0.0], [-0.1, 0.0, 0.0], [0.0, -0.1, 0.0], [0.0, 0.1, 0.1]], "nbo_charge": [-0.605, -0.388, -0.398, -0.386, -0.386, -0.396, -0.391, -0.396, -0.398, -0.396, -0.406, -0.729, 0.676, -0.722, -0.416, -0.544, 0.838, -0.583, -0.555, -0.061, -0.641, 0.204, 0.202, 0.204, 0.189, 0.190, 0.194, 0.201, 0.190, 0.193, 0.193, 0.193, 0.206, 0.186, 0.200, 0.185, 0.193, 0.195, 0.193, 0.197, 0.211, 0.180, 0.211, 0.173, 0.192, 0.183, -0.224, -0.178, -0.230, -0.184, 0.179, 0.193, 0.178, 0.209, 0.270, 0.219, 0.172, 0.172, 0.239, 0.198, 0.214]}

=====

# 4
{"formula": "C3H7NO2S", "method": "ωB97M-V/def2-TZVPD", "relative_energy_kcal_mol": 107.0, "total_energy_ha": -721.79213, "homo_energy_ev": -9.650, "charge": 0, "symbols": ["C", "C", "C", "N", "O", "O", "S", "H", "H", "H", "H", "H", "H", "H"], "positions_angstrom": [[-1.330761, 0.111664, 0.542677], [-0.502695, -0.492032, -0.332124], [-0.151657, 0.086392, -1.671167], [1.663662, -0.855283, 0.803307], [1.016998, 1.706119, 1.205672], [0.003608, -0.191002, 2.562160], [0.779319, 0.320698, 1.446480], [-1.331546, 1.168765, 0.445124], [-1.958041, -0.388777, 1.213298], [-0.369203, -1.598052, -0.234145], [-0.664301, 1.039341, -1.947734], [-0.389024, -0.775249, -2.353505], [0.959578, 0.314759, -1.794353], [2.274063, -0.447342, 0.114310]], "forces_ev_per_angstrom": [[0.4, 0.5, -1.9], [-1.8, -1.5, -0.9], [1.7, 0.1, -0.5], [-1.4, 2.6, 2.1], [-0.2, -0.2, -0.1], [1.5, 1.3, -0.5], [1.7, -4.6, 0.5], [-1.0, 0.9, 0.0], [-0.4, -0.5, 1.1], [-0.1, 1.2, -0.2], [0.1, -1.0, 0.4], [0.2, 1.2, 0.2], [-1.3, -0.5, 0.2], [0.4, 0.4, -0.3]], "nbo_charge": [-0.435, -0.157, -0.663, -1.030, -0.866, -0.873, 2.275, 0.211, 0.237, 0.238, 0.232, 0.243, 0.228, 0.361]}

=====

# 5
{"formula": "C5H10O", "method": "ωB97M-V/def2-TZVPD", "relative_energy_kcal_mol": 119.7, "total_energy_ha": -271.56183, "homo_energy_ev": -8.437, "charge": 0, "symbols": ["C", "C", "C", "O", "C", "C", "H", "H", "H", "H", "H", "H", "H", "H", "H", "H"], "positions_angstrom": [[1.040463, 0.709651, 2.018387], [-1.382153, -0.423979, 0.433006], [-1.441400, 0.829376, -0.374669], [-1.806619, -0.302519, -1.237907], [-0.706666, -1.137263, -0.700784], [0.655921, -0.914958, -1.316761], [1.546310, 0.641573, 2.983967], [0.877116, 1.761101, 1.766034], [1.664279, 0.243888, 1.249772], [0.077783, 0.191788, 2.077985], [-0.575561, 1.374397, -0.761268], [-2.298742, 1.478554, -0.190373], [-1.000403, -2.188317, -0.772976], [0.649650, -1.216909, -2.369719], [1.370359, -1.559428, -0.791783], [1.018988, 0.113490, -1.246994]], "forces_ev_per_angstrom": [[0.0, 0.0, 0.0], [0.1, 0.0, -0.1], [0.0, 0.3, 0.0], [-0.2, 0.0, -0.2], [0.1, -0.3, 0.0], [0.0, 0.1, 0.0], [-0.1, 0.0, -0.1], [0.0, -0.2, 0.0], [-0.1, 0.1, 0.1], [0.2, 0.1, 0.1], [-0.1, -0.2, 0.1], [0.1, -0.1, 0.0], [0.0, 0.1, 0.0], [0.0, 0.0, 0.1], [-0.1, 0.1, -0.1], [-0.1, -0.1, 0.0]], "nbo_charge": [-0.855, 0.009, -0.180, -0.405, -0.007, -0.655, 0.219, 0.210, 0.206, 0.225, 0.173, 0.198, 0.194, 0.226, 0.229, 0.214]}